105
Properties=species:S:1:pos:R:3:mulliken_spin:R:1 method="wB97M-V/def2-TZVPD" multiplicity=4 e_lumo_ev="-3.242 / -5.759" orbital_gap_ha="0.202 / 0.109" molar_mass_g_mol=1165.1 total_charge=+1
Co 0.826 0.259 1.472 2.507
Se -5.930 -0.497 1.279 0.007
P -4.683 -0.577 -0.458 -0.004
C -5.181 0.802 -1.502 0.001
C -4.876 2.091 -1.077 -0.002
C -5.376 3.215 -1.753 0.000
C -6.192 3.033 -2.850 0.000
C -6.496 1.753 -3.308 0.000
C -5.974 0.648 -2.662 0.001
C -4.658 -2.260 -1.096 0.001
C -5.851 -2.800 -1.573 -0.001
C -5.888 -4.121 -2.007 0.000
C -4.744 -4.884 -1.940 0.000
C -3.580 -4.423 -1.351 0.000
C -3.545 -3.102 -0.934 0.000
C -3.043 -0.159 0.188 -0.002
C -1.761 0.107 -0.290 0.039
N -0.969 0.144 0.853 -0.035
N -1.746 0.028 1.968 0.009
N -2.998 -0.223 1.586 0.009
P -1.098 0.462 -1.945 0.003
Se 1.082 0.613 -1.759 0.028
C -1.628 -0.835 -3.051 0.002
C -0.823 -1.982 -3.079 -0.003
C -1.132 -3.016 -3.946 0.000
C -2.261 -2.946 -4.741 0.000
C -3.057 -1.811 -4.743 0.000
C -2.759 -0.760 -3.878 0.002
C -1.553 2.010 -2.742 -0.003
C -1.807 3.152 -1.965 0.003
C -2.046 4.372 -2.581 -0.002
C -2.098 4.435 -3.977 0.000
C -1.877 3.324 -4.735 0.000
C -1.545 2.097 -4.135 0.004
H -4.285 2.213 -0.173 0.000
H -5.135 4.237 -1.419 0.000
H -6.586 3.905 -3.364 0.000
H -7.078 1.633 -4.223 0.000
H -6.160 -0.350 -3.047 0.000
H -6.771 -2.205 -1.569 0.001
H -6.803 -4.542 -2.393 0.000
H -4.796 -5.893 -2.310 0.000
H -2.698 -5.055 -1.251 0.000
H -2.607 -2.713 -0.506 0.000
H 0.068 -2.012 -2.433 0.001
H -0.482 -3.885 -3.981 0.000
H -2.538 -3.802 -5.349 0.000
H -3.910 -1.761 -5.435 0.000
H -3.334 0.160 -3.916 0.000
H -1.777 3.028 -0.888 0.001
H -2.261 5.273 -2.023 0.000
H -2.335 5.380 -4.448 0.000
H -1.996 3.383 -5.834 0.000
H -1.286 1.233 -4.772 -0.001
N 0.432 2.249 1.264 0.040
N 1.136 3.088 2.185 0.006
C 2.002 2.504 3.002 0.031
N 2.680 3.266 3.848 -0.001
N 2.114 1.162 2.767 -0.008
N 3.060 0.442 3.500 -0.006
O 3.656 0.981 4.546 -0.002
O 3.297 -0.718 3.106 0.002
H 0.671 2.480 0.272 -0.018
H -0.578 2.490 1.321 -0.007
H 1.045 4.113 2.134 -0.001
H 2.266 4.190 3.983 0.000
H 3.211 2.825 4.607 -0.001
Cl 1.440 -2.099 5.695 0.000
C 0.803 -0.475 5.983 -0.001
Cl -0.318 0.040 4.645 0.006
H 1.663 0.195 5.993 0.000
H 0.203 -0.531 6.894 0.000
C 2.530 -2.630 -0.196 0.000
C 1.468 -2.877 0.785 0.002
N 0.883 -1.976 1.568 0.003
C -0.056 -2.671 2.334 0.000
C -0.033 -4.000 1.961 0.001
N 0.938 -4.110 0.999 0.002
H 2.331 -1.692 -0.719 -0.001
H 2.507 -3.465 -0.935 -0.001
H 3.504 -2.575 0.269 -0.001
H -0.666 -2.197 3.080 -0.002
H -0.556 -4.871 2.327 0.000
H 1.243 -4.911 0.464 0.000
C 6.355 -0.945 4.294 0.004
Ge 6.693 0.377 2.862 0.023
C 8.617 0.192 2.562 0.004
C 6.386 2.271 3.168 0.005
C 6.024 -0.224 1.073 -0.002
Se 4.381 0.426 0.330 0.345
C 4.782 2.212 -0.461 -0.016
H 6.289 -0.421 5.254 0.001
H 7.172 -1.685 4.278 0.000
H 5.370 -1.436 4.102 0.000
H 9.168 0.272 3.525 0.000
H 8.935 0.965 1.846 0.000
H 8.790 -0.807 2.126 0.000
H 6.467 2.452 4.249 0.000
H 5.370 2.593 2.879 -0.002
H 7.109 2.913 2.647 0.001
H 5.912 -1.323 1.128 -0.001
H 6.825 0.017 0.378 0.013
H 4.459 2.979 0.247 0.009
H 4.188 2.265 -1.399 0.009
H 5.870 2.304 -0.703 0.001

---

100
Properties=species:S:1:pos:R:3:mulliken_spin:R:1 method="wB97M-V/def2-TZVPD" multiplicity=2 e_lumo_ev="-1.413 / -1.430" orbital_gap_ha="0.123 / 0.125" molar_mass_g_mol=892.5 total_charge=0
Ti -0.571 -0.518 1.019 -0.117
C -1.747 5.256 -2.915 -0.001
C -1.196 4.212 -1.992 0.004
C 0.161 3.989 -1.909 -0.005
C 0.743 3.083 -0.984 0.007
C 2.127 3.082 -0.879 -0.004
N 2.891 2.409 0.021 0.014
C 4.199 2.942 0.347 0.003
C 5.102 1.972 1.113 0.031
C 5.784 0.935 0.207 -0.008
N 4.848 0.160 -0.578 0.130
C 3.749 -0.426 -0.022 0.285
C 3.560 -0.826 1.299 -0.154
C 4.574 -1.131 2.243 0.280
C 4.289 -1.363 3.575 -0.071
C 5.354 -1.773 4.551 -0.007
C 2.984 -1.237 4.022 0.250
C 1.921 -0.978 3.136 -0.079
C 0.604 -0.922 3.648 0.016
N -0.508 -0.693 3.000 0.010
C -1.726 -0.924 3.752 0.002
C -2.697 0.251 3.656 0.000
C -3.227 0.396 2.232 0.000
N -2.176 0.818 1.340 0.009
C -2.440 1.823 0.570 0.002
C -1.540 2.499 -0.296 -0.002
C -2.044 3.474 -1.181 -0.008
C -0.137 2.269 -0.163 -0.005
O 0.324 1.419 0.678 0.005
C 2.179 -0.890 1.736 0.163
O 1.225 -0.845 0.882 0.016
H -0.970 5.952 -3.218 0.000
H -2.539 5.814 -2.421 0.000
H -2.164 4.801 -3.812 0.000
H 0.832 4.563 -2.531 0.000
H 2.680 3.714 -1.565 0.001
H 2.362 1.944 0.755 -0.024
H 4.104 3.868 0.939 0.002
H 4.679 3.217 -0.600 -0.001
H 4.517 1.453 1.875 0.003
H 5.884 2.550 1.612 -0.008
H 6.380 0.266 0.828 0.008
H 6.467 1.436 -0.482 -0.007
H 4.684 0.533 -1.502 -0.014
H 2.890 -0.496 -0.676 0.156
H 5.587 -1.262 1.895 0.033
H 6.349 -1.623 4.140 0.000
H 5.243 -2.830 4.798 -0.002
H 5.259 -1.210 5.479 -0.003
H 2.759 -1.398 5.066 0.013
H 0.522 -1.112 4.723 -0.002
H -1.493 -1.110 4.812 0.002
H -2.207 -1.833 3.354 -0.004
H -2.182 1.172 3.951 -0.001
H -3.537 0.082 4.333 -0.001
H -4.059 1.117 2.217 0.000
H -3.606 -0.583 1.906 0.001
H -3.450 2.256 0.608 0.000
H -3.114 3.633 -1.230 0.000
F -6.717 -0.290 1.466 0.000
C -6.058 -1.464 1.393 0.000
C -5.308 -1.731 0.297 0.000
N -4.602 -2.893 0.174 0.000
C -3.574 -3.028 -0.854 0.002
C -2.305 -2.421 -0.307 0.007
O -1.519 -3.258 0.343 -0.003
O -2.102 -1.168 -0.206 0.005
C -4.660 -3.882 1.155 0.000
O -4.084 -4.934 1.050 0.000
N -5.447 -3.564 2.233 0.000
C -6.169 -2.391 2.498 0.001
O -6.771 -2.255 3.538 0.000
H -5.242 -1.034 -0.526 0.001
H -3.914 -2.527 -1.761 0.000
H -3.419 -4.096 -1.024 0.000
H -5.507 -4.284 2.944 0.000
S 0.429 -3.679 1.925 0.011
C -0.586 -2.635 1.162 0.026
C -1.574 1.184 -4.072 0.000
C -1.744 0.271 -2.877 0.000
Sb 0.130 -0.500 -1.989 0.030
C 0.063 -2.470 -3.001 0.000
C -0.643 -2.535 -4.342 0.000
C 1.618 0.500 -3.309 -0.007
C 2.041 -0.189 -4.587 0.000
H -2.549 1.504 -4.438 0.000
H -1.053 0.675 -4.878 0.000
H -1.008 2.071 -3.795 0.000
H -2.354 -0.597 -3.128 0.000
H -2.236 0.801 -2.063 0.000
H -0.421 -3.147 -2.292 -0.001
H 1.102 -2.786 -3.098 0.000
H -1.700 -2.301 -4.242 0.000
H -0.561 -3.539 -4.757 0.000
H -0.208 -1.839 -5.051 0.000
H 2.491 0.643 -2.670 0.007
H 1.208 1.484 -3.524 0.000
H 2.401 -1.197 -4.396 0.000
H 2.847 0.373 -5.061 0.000
H 1.218 -0.243 -5.293 0.000

---

91
Properties=species:S:1:pos:R:3:mulliken_spin:R:1 method="wB97M-V/def2-TZVPD" multiplicity=4 e_lumo_ev="-3.316 / -3.679" orbital_gap_ha="0.252 / 0.258" molar_mass_g_mol=674.0 total_charge=+1
Cr -1.147 0.338 2.005 2.495
C -1.151 0.441 4.336 -0.031
C -2.156 1.299 3.842 -0.043
C -3.099 0.509 3.148 -0.042
C -2.673 -0.841 3.239 0.022
C -1.481 -0.878 3.978 -0.012
H -0.341 0.737 4.987 0.001
H -2.255 2.350 4.072 0.000
H -4.070 0.833 2.804 -0.006
H -3.250 -1.695 2.935 -0.035
H -0.956 -1.763 4.295 -0.002
C -4.543 0.947 -0.090 0.012
Si -3.689 -0.756 -0.339 -0.009
C -4.956 -2.081 0.213 0.030
C -3.573 -0.837 -2.248 0.040
C -2.044 -0.968 0.574 0.713
Si -1.422 -2.752 0.504 -0.003
C -2.267 -3.902 1.793 0.044
C -1.667 -3.667 -1.154 0.015
C 0.432 -2.869 0.927 0.028
Si -1.416 2.046 0.349 -0.052
C -1.965 3.779 0.995 0.001
C -1.349 2.338 -1.544 -0.024
C 0.552 1.305 2.406 -0.188
C 1.399 2.184 3.059 -0.002
C 2.641 1.696 3.458 -0.001
C 2.978 0.381 3.173 0.024
C 2.081 -0.421 2.477 0.021
N 0.909 0.077 2.115 -0.048
H -5.612 0.805 0.030 0.000
H -4.412 1.569 -0.967 -0.001
H -4.190 1.514 0.762 -0.003
H -5.881 -1.938 -0.335 0.002
H -5.197 -2.023 1.270 -0.002
H -4.612 -3.087 0.004 -0.002
H -4.548 -0.624 -2.678 -0.002
H -3.266 -1.811 -2.605 0.002
H -2.883 -0.101 -2.643 -0.006
H -3.349 -3.845 1.780 -0.003
H -1.933 -3.718 2.808 -0.002
H -1.997 -4.924 1.544 0.002
H -2.698 -3.646 -1.487 0.000
H -1.394 -4.711 -1.023 0.000
H -1.049 -3.263 -1.948 -0.002
H 0.591 -2.686 1.984 0.002
H 1.030 -2.166 0.353 -0.007
H 0.798 -3.868 0.716 -0.004
H -2.876 4.107 0.498 0.003
H -1.208 4.534 0.793 0.001
H -2.166 3.796 2.063 -0.005
H -2.352 2.346 -1.959 -0.001
H -0.787 1.566 -2.063 0.006
H -0.891 3.296 -1.781 -0.002
H 1.112 3.205 3.267 -0.001
H 3.332 2.334 3.991 -0.001
H 3.928 -0.029 3.477 0.000
H 2.317 -1.443 2.215 0.003
C 5.611 -1.915 -0.189 0.001
C 5.446 -0.641 0.326 0.000
C 4.293 0.079 0.062 0.001
C 3.289 -0.479 -0.726 0.001
C 3.454 -1.769 -1.226 0.000
C 4.614 -2.474 -0.971 -0.001
P 1.671 0.359 -0.942 0.033
C 1.256 -0.237 -2.638 0.000
C 2.154 -0.308 -3.700 -0.001
C 1.740 -0.791 -4.929 0.000
C 0.443 -1.247 -5.102 0.001
C -0.443 -1.212 -4.040 0.020
C -0.042 -0.705 -2.816 -0.076
C 2.237 2.099 -1.209 -0.003
C 1.760 3.021 -0.283 -0.015
C 2.111 4.357 -0.345 0.000
C 2.960 4.796 -1.349 0.000
C 3.437 3.889 -2.281 0.000
C 3.084 2.552 -2.215 -0.002
H 6.512 -2.471 0.013 0.000
H 6.225 -0.207 0.932 0.000
H 4.175 1.077 0.465 0.000
H 2.671 -2.215 -1.823 0.000
H 4.740 -3.461 -1.386 0.000
H 3.190 -0.030 -3.564 0.000
H 2.438 -0.821 -5.753 0.000
H 0.128 -1.639 -6.058 0.000
H -1.448 -1.583 -4.164 0.002
H -0.717 -0.700 -1.968 0.102
H 1.116 2.674 0.513 0.008
H 1.734 5.051 0.394 0.000
H 3.246 5.836 -1.398 0.000
H 4.102 4.228 -3.061 0.000
H 3.483 1.872 -2.948 0.000

---

97
Properties=species:S:1:pos:R:3:mulliken_spin:R:1 method="wB97M-V/def2-TZVPD" multiplicity=3 e_lumo_ev="-3.060 / -3.115" orbital_gap_ha="0.233 / 0.251" molar_mass_g_mol=875.7 total_charge=+1
W -0.270 -0.230 0.243 1.478
C -6.000 2.544 -2.493 0.000
O -6.042 1.156 -2.813 0.002
C -5.014 0.389 -2.440 0.006
C -5.138 -0.981 -2.787 0.007
C -4.151 -1.846 -2.448 -0.001
C -2.986 -1.422 -1.747 -0.029
C -1.960 -2.319 -1.378 0.049
C -1.934 -3.763 -1.781 -0.001
O -0.976 -1.983 -0.647 0.024
C -2.880 -0.039 -1.411 0.050
O -1.852 0.460 -0.790 -0.023
C -3.901 0.852 -1.772 -0.008
H -6.917 2.965 -2.890 0.000
H -5.140 3.023 -2.964 0.000
H -5.963 2.689 -1.412 0.000
H -6.028 -1.301 -3.310 0.001
H -4.268 -2.887 -2.710 0.000
H -2.717 -4.055 -2.469 0.000
H -2.002 -4.371 -0.877 0.001
H -0.964 -3.972 -2.234 0.001
H -3.774 1.886 -1.489 0.002
N 1.607 -1.134 -0.939 0.039
C 2.205 -2.206 -0.178 -0.007
C 3.251 -2.946 -0.656 0.003
C 3.837 -3.965 0.118 -0.001
C 3.372 -4.222 1.375 0.003
C 2.286 -3.481 1.896 -0.003
C 1.765 -3.713 3.189 0.011
C 0.709 -2.977 3.634 -0.012
C 0.156 -2.001 2.789 0.012
N 0.616 -1.758 1.580 -0.002
C 1.688 -2.476 1.112 0.019
H 1.452 -1.417 -1.902 0.002
H 2.216 -0.318 -0.946 -0.003
H 3.646 -2.732 -1.642 0.000
H 4.663 -4.530 -0.290 0.000
H 3.819 -4.992 1.990 0.000
H 2.219 -4.478 3.807 0.000
H 0.280 -3.118 4.615 0.000
H -0.684 -1.404 3.114 0.005
C 4.064 3.612 -2.693 0.000
C 2.858 2.752 -2.991 0.003
O 1.975 2.816 -1.868 0.000
P 0.559 2.016 -1.805 0.094
O -0.168 2.442 -3.198 0.000
C -0.097 1.558 -4.329 0.006
C -1.045 0.384 -4.202 0.009
O -0.209 2.940 -0.766 -0.001
C -0.425 4.357 -0.938 0.005
C -0.987 4.892 0.356 0.000
H 4.775 3.562 -3.518 0.000
H 4.562 3.271 -1.785 0.000
H 3.766 4.650 -2.554 0.000
H 3.159 1.711 -3.163 -0.001
H 2.335 3.108 -3.881 0.002
H 0.932 1.213 -4.475 -0.002
H -0.355 2.176 -5.188 -0.001
H -0.859 -0.162 -3.275 0.001
H -0.905 -0.302 -5.039 0.000
H -2.084 0.715 -4.195 0.000
H -1.117 4.500 -1.770 0.001
H 0.525 4.830 -1.192 0.000
H -1.893 4.350 0.629 -0.001
H -1.229 5.949 0.252 0.000
H -0.263 4.781 1.165 0.000
C 4.063 0.867 0.626 0.006
Si 2.576 1.329 1.675 -0.013
C 2.677 0.473 3.334 0.005
C 2.470 3.182 1.857 0.002
O 1.233 0.814 0.873 0.093
H 4.982 1.238 1.086 0.000
H 3.995 1.317 -0.369 -0.002
H 4.177 -0.215 0.518 -0.001
H 3.514 0.856 3.923 0.000
H 2.822 -0.605 3.222 -0.001
H 1.763 0.635 3.910 0.000
H 3.415 3.593 2.220 0.000
H 1.690 3.477 2.563 0.000
H 2.249 3.639 0.890 0.000
C -5.169 -1.334 3.105 -0.007
C -4.303 -2.012 2.224 0.021
C -3.132 -1.428 1.828 -0.001
C -2.748 -0.137 2.274 -0.010
C -1.523 0.483 1.848 0.044
C -1.210 1.702 2.412 0.051
C -2.056 2.350 3.341 -0.039
C -3.237 1.782 3.713 0.043
C -3.609 0.519 3.191 -0.015
C -4.822 -0.101 3.579 0.010
H -6.097 -1.796 3.413 0.000
H -4.565 -3.000 1.869 0.001
H -2.462 -1.971 1.173 -0.019
H -0.306 2.219 2.113 0.087
H -1.760 3.310 3.745 0.000
H -3.899 2.276 4.413 0.002
H -5.471 0.422 4.272 0.000

---

90
Properties=species:S:1:pos:R:3:mulliken_charge:R:1 method="wB97M-V/def2-TZVPD" e_lumo_ev=-4.639 orbital_gap_ha=0.196 molar_mass_g_mol=578.9 total_charge=+1
C -3.720 4.395 6.617 -0.881
N -4.304 3.110 6.285 0.037
C -5.660 2.967 6.781 -1.076
C -3.765 2.262 5.360 1.345
C -2.357 2.242 5.108 -0.745
C -1.812 1.425 4.136 -1.023
C -2.643 0.577 3.323 0.606
C -2.122 -0.191 2.248 -0.672
C -2.958 -0.881 1.301 0.162
C -2.881 -2.285 1.023 -0.741
C -3.632 -2.869 0.014 -0.714
C -4.477 -2.069 -0.811 1.225
N -5.126 -2.574 -1.909 0.076
C -5.641 -3.924 -1.984 -0.889
C -5.660 -1.688 -2.925 -1.119
C -4.615 -0.695 -0.492 -0.349
C -3.897 -0.130 0.538 -0.711
C -4.035 0.545 3.667 -0.705
C -4.581 1.346 4.648 -0.513
H -2.644 4.416 6.432 0.286
H -4.203 5.209 6.049 0.322
H -3.906 4.589 7.678 0.328
H -5.880 1.934 7.078 0.390
H -5.753 3.612 7.659 0.296
H -6.406 3.291 6.042 0.373
H -1.710 2.890 5.705 0.247
H -0.734 1.440 3.963 0.422
H -1.049 -0.352 2.204 0.547
H -2.202 -2.902 1.620 0.457
H -3.546 -3.941 -0.197 0.218
H -5.095 -4.603 -1.326 0.286
H -6.715 -3.966 -1.733 0.318
H -5.542 -4.269 -3.019 0.310
H -4.911 -0.946 -3.226 0.403
H -5.934 -2.286 -3.796 0.310
H -6.559 -1.152 -2.587 0.353
H -5.302 -0.075 -1.068 0.392
H -4.023 0.930 0.756 0.544
H -4.694 -0.098 3.096 0.471
H -5.655 1.309 4.858 0.422
C 0.703 -2.175 -0.225 -1.035
Si 1.954 -2.153 -1.589 0.208
C 3.475 -3.163 -1.270 -1.006
C 1.165 -2.464 -3.254 -1.237
O 2.411 -0.561 -1.530 -0.443
C 3.540 0.236 -1.783 2.615
C 4.361 0.393 -0.485 -0.459
C 3.804 0.065 0.757 0.049
C 4.599 0.071 1.908 -0.977
C 5.918 0.522 1.838 -0.555
C 6.414 1.043 0.636 -1.075
C 5.650 0.948 -0.531 -0.248
C 4.295 -0.356 -3.003 0.368
C 5.586 -0.908 -2.915 -0.492
C 6.173 -1.540 -4.020 -0.995
C 5.502 -1.586 -5.240 -0.443
C 4.219 -1.037 -5.341 -1.742
C 3.584 -0.544 -4.193 -0.650
C 2.978 1.637 -2.065 -0.133
C 2.221 2.323 -0.909 -0.601
C 1.364 3.372 -1.629 -0.575
C 1.304 2.936 -3.097 -0.743
N 2.016 1.662 -3.118 -0.277
H 0.226 -3.155 -0.109 0.483
H 1.180 -1.924 0.730 0.365
H -0.087 -1.433 -0.403 0.173
H 3.171 -4.169 -0.950 0.512
H 4.110 -3.271 -2.156 0.256
H 4.086 -2.725 -0.472 0.299
H 0.736 -3.478 -3.256 0.447
H 0.348 -1.744 -3.426 0.278
H 1.863 -2.385 -4.101 0.395
H 2.746 -0.195 0.823 0.298
H 4.170 -0.278 2.851 0.399
H 6.558 0.490 2.723 0.409
H 7.395 1.527 0.594 0.398
H 6.056 1.289 -1.491 0.531
H 6.131 -0.890 -1.976 0.507
H 7.172 -1.975 -3.920 0.405
H 5.967 -2.050 -6.112 0.412
H 3.700 -0.986 -6.301 0.389
H 2.507 -0.359 -4.199 1.213
H 3.850 2.279 -2.326 0.365
H 1.576 1.583 -0.411 0.119
H 2.904 2.741 -0.162 0.352
H 0.370 3.428 -1.190 0.313
H 1.828 4.363 -1.565 0.305
H 0.291 2.829 -3.498 0.415
H 1.822 3.684 -3.722 0.284
H 2.438 1.493 -4.029 0.119

---

Taking the records one at a time from the top gives ΔE to the lowest compared entry with this formula, charge and spin values of 0.0 2.5 476.3 0.0 0.0 kJ/mol.